The following is a DFT calculation (ωB97M-V/def2-TZVPD) of a molecular structure, C19H49Br3N6O8P2.

```
87
C19H49Br3N6O8P2 | the OMol25 dataset | ωB97M-V/def2-TZVPD
C 6.096 3.804 9.741
Br 7.900 4.516 10.230
Br 5.527 2.213 10.801
Br 5.959 3.334 7.866
H 5.320 4.538 9.952
O 9.815 10.183 14.021
P 8.729 9.212 14.295
N 9.150 8.177 15.618
C 10.516 8.193 16.100
C 8.241 7.106 16.029
N 8.396 8.095 12.950
C 9.531 7.272 12.490
C 7.082 7.695 12.568
N 7.203 9.916 14.709
C 6.488 10.726 13.703
C 7.114 10.375 16.150
H 11.233 7.787 15.386
H 10.614 7.587 17.000
H 10.921 9.182 16.316
H 8.350 6.249 15.365
H 7.201 7.425 15.953
H 8.609 6.844 17.021
H 9.644 7.372 11.411
H 10.447 7.717 12.878
H 9.437 6.240 12.829
H 6.474 7.723 13.472
H 6.590 8.388 11.886
H 7.111 6.708 12.107
H 5.425 10.484 13.712
H 6.723 11.773 13.896
H 6.740 10.514 12.664
H 8.010 10.696 16.682
H 6.737 9.561 16.769
H 6.323 11.124 16.193
O -0.463 3.831 6.715
P 0.610 3.926 7.721
N 1.663 2.562 7.885
C 2.145 1.986 6.642
C 2.362 2.039 9.113
N 0.060 4.159 9.339
C -1.262 3.597 9.655
C 0.860 4.821 10.306
N 1.641 5.319 7.500
C 0.972 6.527 6.989
C 3.095 5.202 7.264
H 2.816 2.613 6.054
H 1.309 1.663 6.022
H 2.761 1.093 6.740
H 2.469 2.865 9.816
H 3.375 1.733 8.849
H 1.752 1.190 9.421
H -1.429 3.983 10.661
H -1.983 3.826 8.871
H -1.106 2.519 9.709
H 0.951 4.070 11.092
H 1.822 5.223 9.991
H 0.262 5.634 10.718
H -0.110 6.398 6.982
H 1.212 7.379 7.625
H 1.325 6.757 5.984
H 3.485 4.679 8.136
H 3.678 6.106 7.088
H 3.401 4.632 6.387
C 7.853 0.904 8.706
O 8.552 -0.311 8.526
C 9.512 -0.500 7.528
O 10.021 0.503 6.994
O 9.789 -1.807 7.392
C 10.873 -2.233 6.530
H 7.971 1.299 9.715
H 6.764 0.853 8.697
H 8.221 1.748 8.123
H 10.448 -2.724 5.656
H 11.364 -2.997 7.133
H 11.487 -1.401 6.186
C 7.274 1.491 5.030
O 6.869 0.116 5.282
C 5.680 -0.375 4.851
O 5.508 -1.582 5.025
O 4.820 0.615 4.359
C 3.535 0.297 3.885
H 6.485 2.124 5.437
H 7.173 1.723 3.970
H 8.283 1.783 5.320
H 3.524 -0.229 2.930
H 3.013 1.207 3.588
H 2.879 -0.252 4.561
```

Values from the calculation:
Largest force on an atom = 4.77 eV Å⁻¹
HOMO-LUMO gap = 7.52 eV
Calculated total energy = -10088.51267 a.u.
HOMO = -8.36 eV
LUMO = -0.8 eV
Relative energy (zero: lowest compared OMol25 entry of this formula, charge and spin) = 11.1 kcal per mole

The following is a DFT calculation (ωB97M-V/def2-TZVPD) of a molecular structure, AsF6H74O37.

```
118
AsF6H74O37 | the OMol25 dataset | ωB97M-V/def2-TZVPD
As 0.197 0.713 -0.028
F 1.228 1.320 1.268
F -1.295 1.161 0.832
F -0.862 0.000 -1.278
F 1.671 0.172 -0.870
F 0.148 -0.896 0.848
F 0.156 2.274 -0.988
O -1.560 7.129 -0.612
H -1.526 6.499 -1.331
H -2.480 7.391 -0.565
O 2.105 -0.117 -5.614
H 1.259 -0.408 -5.955
H 1.891 0.341 -4.801
O 4.695 3.120 5.136
H 4.173 2.863 4.376
H 4.201 2.790 5.887
O 3.494 0.528 2.521
H 4.343 0.890 2.271
H 2.857 1.172 2.213
O -3.186 -3.114 -4.961
H -3.005 -2.813 -4.071
H -3.173 -4.069 -4.900
O 0.142 -5.141 -1.235
H -0.353 -5.931 -1.020
H 1.058 -5.418 -1.211
O 5.115 2.574 1.806
H 4.819 2.281 0.944
H 5.384 3.482 1.671
O -3.594 4.067 -1.510
H -4.113 3.928 -0.718
H -4.100 4.698 -2.021
O 2.847 -1.922 -1.717
H 2.417 -1.079 -1.858
H 3.700 -1.831 -2.143
O -4.077 -1.208 2.895
H -3.945 -0.646 3.659
H -4.846 -0.842 2.458
O -0.700 -2.458 5.052
H -0.416 -1.584 5.318
H -0.144 -2.674 4.303
O 5.364 -1.460 -3.004
H 6.164 -0.935 -2.972
H 5.551 -2.216 -2.448
O -0.507 0.552 6.128
H -0.745 1.383 6.538
H 0.284 0.751 5.626
O -1.163 4.887 -2.523
H -1.892 4.535 -2.012
H -0.423 4.320 -2.307
O -1.232 -5.367 3.120
H -0.594 -4.715 2.830
H -2.082 -4.980 2.912
O 1.854 3.911 4.103
H 1.095 3.466 3.727
H 1.630 4.028 5.026
O -1.007 -3.392 0.747
H -1.355 -2.767 0.111
H -0.687 -4.122 0.217
O 1.045 -2.833 2.648
H 0.383 -2.425 2.090
H 1.839 -2.323 2.490
O 0.276 6.024 1.841
H -0.096 5.204 2.165
H -0.138 6.155 0.988
O 1.834 0.501 4.751
H 2.330 0.754 5.530
H 2.490 0.445 4.056
O 5.165 -2.105 2.983
H 5.847 -2.471 2.420
H 4.540 -1.708 2.376
O -0.921 2.647 3.550
H -1.650 2.340 4.088
H -1.036 2.200 2.711
O -4.021 -4.579 -0.448
H -3.493 -3.959 -0.950
H -4.639 -4.939 -1.085
O -3.699 -4.115 2.287
H -3.580 -4.297 1.354
H -3.649 -3.161 2.354
O 4.524 2.594 -0.857
H 3.641 2.320 -1.107
H 4.821 3.137 -1.587
O 2.544 1.913 -3.465
H 2.965 2.605 -3.975
H 2.110 2.374 -2.747
O -2.602 -2.461 -2.008
H -1.679 -2.317 -2.217
H -2.749 -1.953 -1.210
O 3.252 -4.506 1.938
H 2.593 -4.360 2.616
H 3.349 -3.656 1.510
O -0.335 -2.012 -5.058
H -0.108 -2.500 -4.267
H -1.152 -2.409 -5.359
O 0.281 -2.699 -2.397
H 1.189 -2.403 -2.329
H 0.283 -3.573 -2.008
O -1.878 3.868 -5.761
H -1.053 4.220 -6.095
H -1.620 3.109 -5.237
O -3.126 -1.122 0.314
H -3.388 -1.122 1.234
H -2.298 -0.642 0.300
O -4.551 0.037 -1.718
H -4.358 -0.613 -1.042
H -4.965 -0.463 -2.421
O -0.910 0.935 -5.241
H -1.746 1.076 -4.797
H -0.602 0.092 -4.911
O -5.734 2.164 -0.602
H -5.576 3.104 -0.507
H -4.891 1.806 -0.880
O -3.007 1.807 -3.499
H -2.812 2.498 -2.865
H -3.042 1.005 -2.977
O 3.085 -1.743 1.292
H 2.782 -0.868 1.532
H 3.155 -1.719 0.337
```

Values from the calculation:
Largest force on an atom = 2.56 eV Å⁻¹
HOMO-LUMO gap = 8.90 eV
Charge = -1
Calculated total energy = -5663.54240 a.u.
HOMO = -7.73 eV
LUMO = 1.2 eV
Relative energy (zero: lowest compared OMol25 entry of this formula, charge and spin) = 0.0 kcal per mole

The following is a DFT calculation (ωB97M-V/def2-TZVPD) of a molecular structure, C47H59N4O5RbSSi.

```
118
C47H59N4O5RbSSi | the OMol25 dataset | ωB97M-V/def2-TZVPD
Rb 0.565 -0.359 0.325
C -2.552 3.301 -2.147
C -2.754 2.998 -0.662
C -1.607 3.589 0.146
C -4.078 3.585 -0.168
O -2.672 1.592 -0.475
Si -3.836 0.408 -0.635
S -3.025 -1.438 -0.790
O -4.739 0.979 -1.916
C -5.926 0.511 -2.531
C -5.577 0.183 -3.981
C -6.934 1.659 -2.465
C -6.510 -0.722 -1.844
O -4.918 0.635 0.632
C -4.795 0.180 1.974
C -5.642 1.131 2.816
C -3.343 0.210 2.459
C -5.346 -1.241 2.070
H -2.612 4.376 -2.338
H -3.318 2.788 -2.729
H -1.572 2.938 -2.464
H -1.559 4.675 0.027
H -0.666 3.155 -0.190
H -1.735 3.356 1.205
H -4.075 4.669 -0.312
H -4.212 3.370 0.893
H -4.918 3.155 -0.710
H -5.154 1.063 -4.470
H -6.461 -0.141 -4.535
H -4.832 -0.614 -3.999
H -6.546 2.532 -2.994
H -7.098 1.931 -1.421
H -7.888 1.369 -2.912
H -5.781 -1.532 -1.827
H -7.409 -1.046 -2.376
H -6.772 -0.490 -0.810
H -5.251 2.147 2.743
H -5.638 0.826 3.866
H -6.670 1.131 2.450
H -2.910 1.199 2.301
H -2.745 -0.516 1.905
H -3.296 -0.035 3.523
H -6.407 -1.250 1.810
H -5.227 -1.635 3.083
H -4.809 -1.879 1.367
O -1.746 -4.194 6.260
C -1.365 -2.995 6.725
O -1.443 -2.764 7.907
C -0.862 -1.989 5.736
C -0.682 -2.255 4.383
C -0.206 -1.264 3.540
C 0.078 0.008 4.027
C -0.079 0.268 5.390
C -0.549 -0.721 6.229
N 0.557 0.929 3.070
C 0.674 2.169 3.283
C 1.266 3.062 2.254
C 1.432 4.414 2.527
C 2.016 5.218 1.557
C 2.417 4.641 0.365
C 2.203 3.276 0.179
N 1.631 2.513 1.095
H -1.669 -4.269 5.295
H -0.875 -3.227 3.942
H -0.049 -1.486 2.491
H 0.182 1.236 5.801
H -0.674 -0.539 7.288
H 0.373 2.653 4.222
H 1.109 4.822 3.477
H 2.159 6.277 1.735
H 2.894 5.224 -0.411
H 2.511 2.774 -0.733
C -0.158 -0.829 -3.272
N 0.936 0.059 -2.916
C 1.020 1.158 -3.850
C 2.214 -0.666 -2.823
C 3.274 0.108 -2.063
C 4.109 0.999 -2.749
C 5.048 1.767 -2.072
C 5.168 1.610 -0.695
C 4.352 0.690 -0.037
C 3.371 -0.104 -0.668
H -0.004 -1.315 -4.255
H -1.092 -0.266 -3.305
H -0.279 -1.608 -2.520
H 1.307 0.817 -4.865
H 1.762 1.884 -3.517
H 0.051 1.657 -3.922
H 2.564 -0.923 -3.844
H 2.024 -1.595 -2.283
H 4.039 1.094 -3.834
H 5.685 2.461 -2.612
H 5.899 2.201 -0.146
H 4.495 0.590 1.041
N 0.946 -3.140 0.603
C 0.674 -4.345 0.773
C 1.517 -5.477 0.206
C 2.827 -5.189 -0.176
C 3.631 -6.162 -0.748
C 3.138 -7.446 -0.964
C 1.832 -7.741 -0.601
C 1.032 -6.765 -0.016
C -0.523 -4.765 1.624
C -1.736 -4.098 1.441
C -2.827 -4.357 2.255
C -2.724 -5.277 3.298
C -1.516 -5.936 3.505
C -0.434 -5.693 2.662
H 3.168 -4.169 -0.036
H 4.647 -5.917 -1.038
H 3.765 -8.206 -1.418
H 1.431 -8.734 -0.778
H 0.012 -7.003 0.264
H -1.810 -3.355 0.656
H -3.758 -3.832 2.074
H -3.578 -5.486 3.934
H -1.422 -6.651 4.316
H 0.500 -6.223 2.818
```

Values from the calculation:
Largest force on an atom = 0.62 eV Å⁻¹
HOMO-LUMO gap = 4.38 eV
Charge = -2
Calculated total energy = -3133.55821 a.u.
HOMO = -1.11 eV
LUMO = 3.3 eV
Relative energy (zero: lowest compared OMol25 entry of this formula, charge and spin) = 4.0 kcal per mole

The following is a DFT calculation (ωB97M-V/def2-TZVPD) of a molecular structure, C34H30N5O7S3Sn.

```
80
C34H30N5O7S3Sn | the OMol25 dataset | ωB97M-V/def2-TZVPD
Sn 0.074 -0.951 -0.061
C 5.956 -5.231 -3.450
C 5.115 -4.019 -3.156
C 3.803 -4.133 -2.713
C 3.069 -3.005 -2.378
C 3.645 -1.757 -2.499
C 4.942 -1.622 -2.960
C 5.673 -2.751 -3.286
S 2.749 -0.225 -2.042
O 1.340 -0.756 -2.074
O 3.026 0.616 -3.221
N 2.964 0.555 1.224
C 2.552 0.578 2.581
C 3.595 0.719 3.484
C 3.422 0.705 4.870
C 2.167 0.578 5.394
C 1.065 0.440 4.531
C -0.236 0.260 5.055
C -1.282 0.017 4.218
C -1.020 -0.038 2.839
N 0.161 0.156 2.313
C 1.230 0.408 3.111
H 5.349 -6.133 -3.501
H 6.697 -5.351 -2.656
H 6.489 -5.105 -4.393
H 3.351 -5.113 -2.612
H 2.054 -3.080 -2.007
H 5.355 -0.629 -3.072
H 6.691 -2.654 -3.642
H 4.594 0.818 3.088
H 4.289 0.795 5.511
H 2.002 0.542 6.463
H -0.369 0.305 6.129
H -2.283 -0.178 4.574
H -1.826 -0.269 2.154
C 5.727 -5.163 1.184
O 6.300 -3.892 0.994
C 5.440 -2.823 0.937
C 6.032 -1.558 0.923
C 5.227 -0.434 0.941
C 3.848 -0.548 0.965
C 2.346 1.308 0.172
C 3.188 2.463 -0.338
O 1.117 1.350 0.056
C 3.228 -1.820 0.891
O 1.934 -1.942 0.851
C 4.066 -2.951 0.901
H 6.556 -5.863 1.271
H 5.100 -5.455 0.335
H 5.128 -5.195 2.099
H 7.110 -1.475 0.918
H 5.678 0.551 0.950
H 3.238 2.424 -1.424
H 4.192 2.430 0.075
H 2.694 3.391 -0.048
H 3.580 -3.915 0.870
N -5.681 -6.992 -1.445
C -4.994 -5.997 -0.758
C -3.612 -6.089 -0.577
C -2.944 -5.146 0.180
C -3.651 -4.116 0.780
C -5.017 -3.994 0.587
C -5.685 -4.929 -0.183
S -2.725 -2.833 1.596
O -1.526 -3.409 2.140
O -3.595 -2.137 2.519
N -2.297 -1.912 0.355
C -2.997 -0.827 -0.004
S -4.664 -0.477 0.461
C -4.592 0.953 -0.527
C -3.369 1.078 -1.081
N -2.477 0.086 -0.788
H -5.124 -7.547 -2.072
H -6.579 -6.728 -1.817
H -3.067 -6.901 -1.041
H -1.874 -5.178 0.328
H -5.538 -3.164 1.041
H -6.751 -4.838 -0.348
H -5.452 1.593 -0.608
H -3.050 1.882 -1.726
```

Values from the calculation:
Largest force on an atom = 2.22 eV Å⁻¹
HOMO-LUMO gap = 7.07 eV
Charge = -1
Calculated total energy = -3523.04981 a.u.
HOMO = -4.72 eV
LUMO = 2.3 eV
Relative energy (zero: lowest compared OMol25 entry of this formula, charge and spin) = 55.3 kcal per mole

The following is a DFT calculation (ωB97M-V/def2-TZVPD) of a molecular structure, C25H47ClN3O4ReSi4Te.

```
86
C25H47ClN3O4ReSi4Te | the OMol25 dataset | ωB97M-V/def2-TZVPD
Re 1.063 0.011 1.669
C 1.424 1.022 4.851
N 2.087 0.079 3.908
C 1.938 -1.253 4.621
C 3.435 0.416 3.628
C 4.350 0.625 4.651
C 5.681 1.003 4.379
C 6.125 1.088 3.050
C 5.238 0.775 2.020
C 3.909 0.470 2.281
N 3.017 0.211 1.267
C 3.257 -0.461 0.061
C 4.138 -0.014 -0.917
C 4.431 -0.847 -2.003
C 3.663 -2.009 -2.242
C 2.655 -2.377 -1.332
C 2.430 -1.601 -0.200
N 1.472 -1.973 0.818
C 0.241 -2.672 0.287
C 2.095 -2.962 1.787
H 1.995 1.116 5.779
H 0.425 0.621 5.078
H 1.331 2.007 4.375
H 2.304 -1.194 5.659
H 2.462 -2.070 4.100
H 0.853 -1.434 4.655
H 4.007 0.468 5.690
H 6.352 1.167 5.193
H 7.156 1.386 2.834
H 5.538 0.781 0.983
H 4.644 0.938 -0.729
H 5.243 -0.579 -2.680
H 3.826 -2.606 -3.144
H 2.071 -3.289 -1.485
H 0.495 -3.700 -0.058
H -0.193 -2.042 -0.516
H -0.453 -2.710 1.145
H 2.346 -3.933 1.283
H 1.345 -3.136 2.567
H 2.979 -2.523 2.238
O -2.020 1.679 3.993
Cl -1.403 1.308 2.683
O -2.275 1.626 1.524
O -0.328 -0.739 2.557
O 0.306 1.750 2.455
C -2.419 4.046 -0.970
Si -3.405 2.459 -1.298
C -4.464 2.827 -2.861
C -4.745 2.365 0.039
Si -1.997 0.653 -1.618
Te 0.322 1.075 -0.449
Si -1.101 0.710 -3.737
C -2.465 0.250 -4.991
C 0.330 -0.519 -4.034
C -0.442 2.413 -4.251
Si -3.195 -1.352 -1.104
C -4.930 -1.200 -1.844
C -2.537 -3.038 -1.800
C -3.494 -1.647 0.768
H -3.112 4.903 -0.816
H -1.741 4.311 -1.816
H -1.785 3.972 -0.052
H -5.083 3.708 -2.636
H -5.146 1.985 -3.110
H -3.843 3.075 -3.760
H -5.451 3.213 -0.064
H -4.306 2.424 1.048
H -5.346 1.430 -0.019
H -2.816 -0.806 -4.853
H -2.126 0.352 -6.039
H -3.352 0.899 -4.822
H 0.031 -1.571 -3.846
H 1.154 -0.301 -3.320
H 0.708 -0.457 -5.085
H -1.273 3.151 -4.316
H 0.013 2.369 -5.276
H 0.324 2.797 -3.534
H -4.893 -0.980 -2.935
H -5.546 -0.412 -1.356
H -5.478 -2.179 -1.733
H -1.680 -2.943 -2.503
H -3.389 -3.569 -2.309
H -2.212 -3.705 -0.951
H -4.329 -0.977 1.138
H -2.602 -1.458 1.393
H -3.834 -2.696 0.956
```

Values from the calculation:
Largest force on an atom = 7.10 eV Å⁻¹
HOMO-LUMO gap (alpha / beta) = 6.41 / 5.01 eV
Charge = +1
Calculated total energy = -3410.03500 a.u.
HOMO (alpha / beta) = -10.60 / -10.79 eV
LUMO (alpha / beta) = -4.2 / -5.8 eV
Relative energy (zero: lowest compared OMol25 entry of this formula, charge and spin) = 18.0 kcal per mole
2S+1 = 4